Record 1
Entry from the OMol25 dataset: C37H33IIrN4PS as an isolated structure (ωB97M-V/def2-TZVPD).

The geometry in XYZ format:
```
78
Properties=species:S:1:pos:R:3
Ir -0.720 -0.766 -0.859
N -1.685 -0.303 2.186
P -1.192 0.902 1.042
C -2.395 2.222 1.506
C -2.607 2.500 2.861
C -3.481 3.495 3.255
C -4.142 4.254 2.296
C -3.905 4.019 0.955
C -3.034 3.009 0.560
C 0.249 1.626 1.909
C 0.879 1.007 2.982
C 2.005 1.575 3.561
C 2.506 2.773 3.074
C 1.871 3.405 2.015
C 0.747 2.837 1.436
C -1.822 -1.640 1.921
C -2.456 -2.481 2.853
C -2.528 -3.826 2.594
C -1.984 -4.338 1.411
C -1.412 -3.450 0.540
N -1.318 -2.126 0.784
H -2.163 0.004 3.020
H -2.049 1.976 3.629
H -3.634 3.693 4.308
H -4.824 5.037 2.599
H -4.393 4.620 0.200
H -2.851 2.854 -0.493
H 0.499 0.069 3.360
H 2.491 1.079 4.390
H 3.387 3.214 3.521
H 2.251 4.346 1.639
H 0.263 3.338 0.606
H -2.880 -2.052 3.749
H -3.015 -4.482 3.301
H -2.023 -5.388 1.168
H -0.997 -3.778 -0.405
S 2.079 -0.545 -4.593
C 2.675 -1.886 -3.626
C 3.801 -2.655 -3.830
C 4.081 -3.696 -2.949
C 3.214 -3.959 -1.895
C 2.078 -3.193 -1.692
C 1.804 -2.123 -2.545
N 0.740 -1.276 -2.463
C 0.741 -0.350 -3.475
C -0.191 0.687 -3.437
C -0.340 1.687 -4.427
C -1.377 2.593 -4.349
C -2.300 2.518 -3.307
C -2.129 1.553 -2.309
C -1.062 0.681 -2.304
H 4.456 -2.459 -4.668
H 4.961 -4.305 -3.096
H 3.425 -4.782 -1.223
H 1.393 -3.418 -0.888
H 0.348 1.724 -5.262
H -1.484 3.350 -5.114
H -3.143 3.195 -3.271
H -2.877 1.463 -1.528
I -4.244 -1.324 -0.855
C -2.336 -1.571 -1.837
H -2.497 -1.185 -2.837
H -2.212 -2.655 -1.881
C 2.126 1.382 -1.293
C 2.445 0.305 -0.334
C 3.772 0.004 0.162
C 3.622 -1.002 1.057
C 2.213 -1.304 1.087
C 1.577 -2.334 1.944
N 1.538 -0.517 0.227
H 2.583 2.316 -0.956
H 1.054 1.522 -1.419
H 2.557 1.149 -2.274
H 4.670 0.511 -0.145
H 4.375 -1.503 1.641
H 2.299 -2.729 2.657
H 1.202 -3.164 1.343
H 0.726 -1.930 2.489
```

Output
Spin multiplicity ... 5
Orbital gap (spin up / spin down) ... 4.521 / 5.617 eV
⟨S²⟩ ... 6.052

Results of the Löwdin charge analysis, in e, for atoms 1 through 6: 1.141 -0.096 1.012 -0.318 -0.100 -0.077

***

Record 2
Entry from the OMol25 dataset: C37H33KN6O2 as an isolated structure in a non-equilibrium geometry (ωB97M-V/def2-TZVPD).

The geometry in XYZ format:
```
79
Properties=species:S:1:pos:R:3
K -0.887 -0.927 1.878
O 0.086 -3.280 0.912
C 1.240 -3.834 0.824
C 1.652 -4.878 1.727
C 2.905 -5.440 1.656
C 3.887 -4.813 0.890
C 3.618 -3.733 0.042
C 2.317 -3.248 0.007
C 2.086 -2.044 -0.772
N 3.032 -1.271 -1.096
C 2.858 0.175 -0.983
C 3.141 0.637 0.458
N 1.892 1.009 1.130
C 1.565 1.062 2.364
C 2.289 0.752 3.598
C 3.571 0.962 3.841
C 4.144 0.774 5.117
C 3.308 0.385 6.172
C 2.023 0.004 5.923
C 1.445 0.102 4.601
O 0.379 -0.588 4.338
H 0.904 -5.363 2.337
H 3.107 -6.389 2.130
H 4.902 -5.227 0.882
H 4.335 -3.223 -0.574
H 1.020 -1.869 -0.893
H 1.775 0.476 -1.220
H 3.564 0.672 -1.635
H 3.888 1.470 0.379
H 3.593 -0.236 0.963
H 0.495 1.421 2.448
H 4.289 1.328 3.115
H 5.188 0.808 5.294
H 3.757 0.297 7.142
H 1.352 -0.447 6.628
N -6.965 7.155 -2.213
C -6.434 6.344 -1.602
C -5.664 5.286 -0.943
C -4.315 5.001 -1.344
C -3.703 3.842 -0.887
C -4.336 3.045 0.118
C -5.633 3.408 0.630
C -6.227 4.567 0.082
C -3.628 1.869 0.664
C -3.285 1.802 2.056
C -3.367 2.988 2.944
C -2.872 2.616 4.202
C -2.586 1.246 4.071
N -2.772 0.785 2.810
C -3.239 0.953 -0.374
C -3.620 1.003 -1.770
C -2.941 -0.060 -2.379
C -2.298 -0.761 -1.297
N -2.400 -0.130 -0.111
H -3.708 5.648 -1.963
H -2.785 3.552 -1.319
H -6.220 2.868 1.407
H -7.246 4.790 0.405
H -3.634 3.983 2.690
H -2.745 3.144 5.130
H -1.980 0.596 4.717
H -4.173 1.768 -2.232
H -3.034 -0.379 -3.427
H -1.709 -1.604 -1.549
C 2.813 -1.332 -4.507
C 1.538 -1.951 -5.061
C 1.620 -3.520 -5.187
C 1.144 -1.527 -6.493
C 0.457 -1.643 -4.156
N -0.357 -1.496 -3.350
H 3.680 -1.809 -4.973
H 2.976 -1.512 -3.429
H 2.800 -0.229 -4.701
H 2.280 -3.749 -6.025
H 0.654 -3.898 -5.463
H 2.034 -3.937 -4.259
H 1.830 -2.017 -7.208
H 1.202 -0.398 -6.559
H 0.125 -1.828 -6.766
```

Output
Orbital gap ... 5.358 eV
Charge ... -2

Results of the Löwdin charge analysis, in e, for atoms 1 through 6: 0.756 -0.200 -0.395 -0.046 -0.148 -0.159

***

Record 3
Entry from the OMol25 dataset: C37H34BrEuN14O2SSe as an isolated structure in a non-equilibrium geometry (ωB97M-V/def2-TZVPD).

The geometry in XYZ format:
```
91
Properties=species:S:1:pos:R:3
Eu -0.811 0.062 0.571
N -4.477 3.004 2.074
C -4.027 1.794 1.720
N -3.259 1.543 0.708
C -2.962 2.598 -0.159
N -2.354 2.373 -1.273
N -1.687 1.258 -1.522
C -1.733 0.709 -2.686
C -0.817 -0.370 -3.005
C -0.560 -0.683 -4.344
C 0.387 -1.643 -4.645
C 1.022 -2.297 -3.596
C 0.666 -1.966 -2.300
N -0.215 -1.016 -1.987
C -3.387 3.944 0.169
C -3.028 5.057 -0.596
C -3.401 6.321 -0.190
C -4.140 6.498 0.977
C -4.521 5.410 1.738
C -4.146 4.133 1.336
H -5.054 3.127 2.896
H -4.346 0.962 2.339
H -2.411 1.048 -3.470
H -1.087 -0.157 -5.125
H 0.628 -1.879 -5.668
H 1.776 -3.044 -3.780
H 1.127 -2.481 -1.466
H -2.452 4.900 -1.493
H -3.114 7.183 -0.771
H -4.412 7.491 1.298
H -5.085 5.547 2.647
C 1.389 -0.768 3.688
O 1.496 -0.503 2.293
C 2.789 -0.299 1.837
C 3.923 -0.339 2.630
C 5.179 -0.213 2.043
Br 6.709 -0.326 3.155
C 5.319 -0.050 0.681
C 4.182 0.010 -0.124
C 2.920 -0.101 0.457
O 1.763 -0.095 -0.312
C 4.375 0.024 -1.567
N 5.325 -0.662 -2.124
C 5.197 -0.485 -3.474
C 5.982 -0.976 -4.512
C 5.642 -0.595 -5.791
C 4.540 0.227 -6.044
C 3.740 0.711 -5.026
C 4.089 0.355 -3.735
N 3.534 0.638 -2.494
H 1.926 -1.683 3.953
H 0.328 -0.883 3.895
H 1.776 0.064 4.281
H 3.872 -0.483 3.696
H 6.289 0.011 0.216
H 2.061 -0.071 -1.242
H 6.823 -1.617 -4.301
H 6.242 -0.934 -6.620
H 4.312 0.493 -7.065
H 2.894 1.349 -5.233
H 2.977 1.461 -2.315
C 0.323 -5.628 0.657
C -0.850 -4.909 0.128
N -1.837 -5.418 -0.528
N -2.683 -4.409 -0.799
C -2.232 -3.230 -0.326
S -2.976 -1.744 -0.398
N -1.032 -3.545 0.265
N -0.231 -2.635 0.963
H 0.118 -6.694 0.671
H 0.556 -5.299 1.669
H 1.194 -5.463 0.024
H -3.546 -4.589 -1.290
H 0.719 -3.008 1.015
H -0.605 -2.567 1.928
C -0.127 2.346 1.309
H 0.120 2.965 0.438
H 0.770 2.326 1.938
H -0.882 2.910 1.869
Se -3.805 -3.379 2.986
N -4.470 -2.255 4.122
C -3.721 -1.159 4.169
C -3.898 -0.041 5.001
C -2.972 0.972 4.886
C -1.919 0.878 3.965
N -1.726 -0.147 3.141
C -2.598 -1.170 3.270
N -2.461 -2.300 2.577
H -4.717 -0.015 5.702
H -3.043 1.851 5.509
H -1.184 1.669 3.893
```

Output
Spin multiplicity ... 8
Orbital gap (spin up / spin down) ... 3.393 / 5.718 eV
⟨S²⟩ ... 15.819
Charge ... +1

Results of the Löwdin charge analysis, in e, for atoms 1 through 6: 1.497 0.135 -0.154 0.086 -0.310 0.067

***

Record 4
Entry from the OMol25 dataset: C37H34N4O4PSiZr as an isolated structure (ωB97M-V/def2-TZVPD).

The geometry in XYZ format:
```
82
Properties=species:S:1:pos:R:3
Zr 0.688 -1.474 -1.026
C -2.782 2.885 -4.808
C -3.281 3.366 -3.473
C -4.190 4.416 -3.420
C -4.692 4.882 -2.214
C -4.282 4.288 -1.032
C -3.367 3.245 -1.065
C -2.847 2.773 -2.271
P -1.739 1.314 -2.394
C -1.570 0.857 -0.607
C -2.715 -0.060 -0.144
C -3.262 0.098 1.208
C -2.598 0.830 2.105
C -1.415 1.581 1.730
C -0.955 1.685 0.472
C 0.173 2.629 0.179
C -0.120 2.074 -2.808
C 0.059 3.454 -2.903
C 1.302 4.010 -3.149
C 2.397 3.162 -3.291
C 2.229 1.793 -3.235
C 0.971 1.200 -3.028
C 0.846 -0.269 -3.027
H -3.357 3.334 -5.617
H -2.860 1.798 -4.883
H -1.729 3.134 -4.955
H -4.518 4.870 -4.349
H -5.403 5.699 -2.201
H -4.668 4.632 -0.081
H -3.058 2.796 -0.130
H -3.392 -0.377 -0.930
H -4.204 -0.381 1.441
H -2.959 0.919 3.122
H -0.921 2.154 2.507
H 0.608 2.967 1.121
H -0.173 3.505 -0.371
H 0.960 2.160 -0.413
H -0.789 4.110 -2.745
H 1.419 5.084 -3.210
H 3.385 3.575 -3.462
H 3.083 1.140 -3.373
H 1.702 -0.718 -3.531
H -0.073 -0.585 -3.529
C 3.105 -3.501 -1.264
O 2.165 -2.568 -1.711
H 3.875 -3.022 -0.649
H 3.592 -3.983 -2.117
H 2.635 -4.282 -0.653
C -1.593 -1.332 5.007
C -0.750 -0.253 5.237
C 0.249 0.049 4.322
C 0.427 -0.707 3.162
C -0.435 -1.786 2.947
C -1.433 -2.097 3.861
Si 1.870 -0.324 2.028
C 3.248 -1.523 2.450
C 4.534 -1.101 2.786
C 5.542 -2.017 3.062
C 5.277 -3.377 3.003
C 4.003 -3.820 2.669
C 3.001 -2.899 2.398
H -2.373 -1.575 5.719
H -0.868 0.349 6.130
H 0.903 0.894 4.514
H -0.340 -2.398 2.059
H -2.086 -2.940 3.673
H 2.344 1.045 2.375
H 4.755 -0.040 2.832
H 6.535 -1.668 3.321
H 6.061 -4.093 3.217
H 3.781 -4.879 2.623
H 2.014 -3.271 2.141
O -1.344 -1.428 -1.497
N -1.405 -0.633 -0.337
O 1.545 -0.426 0.439
O 0.182 -3.353 0.067
N -0.145 -4.321 -0.723
C -0.158 -5.504 -0.179
C 0.203 -5.717 1.195
N 0.512 -5.881 2.290
C -0.516 -6.626 -0.993
N -0.812 -7.547 -1.614
```

Output
Orbital gap ... 7.608 eV
Charge ... -1

Results of the Löwdin charge analysis, in e, for atoms 1 through 6: 1.768 -0.072 -0.296 -0.062 -0.099 -0.090

***

Number 1: E -2790.246807 Ha. Number 2: E -2508.633873 Ha. Number 3: E -8431.190007 Ha. Number 4: E -2628.351462 Ha.